Below is a 3-piece molecular cluster, C29H61NO4PS2 overall, with properties calculated with ωB97M-V with the def2-TZVPD basis set.

For the total energy, the calculation gives -71696.2491 eV. For the maximum force, the calculation gives 4.34 eV Å⁻¹. The HOMO energy comes out at -4.64 eV. The LUMO energy comes out at 2.362 eV.

The geometry in ORCA input format:
```
! wB97M-V def2-TZVPD RIJCOSX def2/J DEFGRID3
* xyz -1 1
S 5.4413 -2.8245 0.2093
S 4.7567 -0.6355 2.1048
P 3.6872 -2.4127 1.4278
O -0.7579 1.9169 -2.8899
O -0.4229 -0.2181 -3.6194
O 4.4757 -5.6426 1.5834
O 0.4892 -3.9125 0.6288
N 2.9136 -3.9203 0.8698
C -7.7434 -0.4753 -3.0206
C 3.8016 -5.0747 0.6917
C 2.8735 2.3098 -1.3216
C -4.6010 -2.4657 -2.4505
C 1.3426 -5.3436 2.3675
C 3.8808 -5.7491 -0.7791
C -4.5336 -3.8434 -1.8055
C 1.5341 1.4765 -1.7766
C 1.5762 -4.2447 1.1848
C -1.4516 5.4452 1.5211
C 3.1558 -1.8308 -1.4841
C 2.3939 -2.0006 2.7941
C -5.1535 -1.3887 -1.5147
C -0.8174 0.5129 -2.6767
C -7.6296 -1.7328 -2.1690
C 1.2677 -0.9316 2.4960
C -6.5957 -1.6099 -1.0483
C 4.6866 0.4416 -1.5647
C -1.3319 6.5143 2.6115
C 1.0429 5.0701 1.1695
C -0.3040 4.4344 1.4755
C 4.2023 -0.8963 -2.2438
C -1.2162 5.9766 4.0390
C -2.4384 5.1832 4.4821
C 0.4259 2.5221 -2.2896
C 4.0922 1.8052 -2.2365
C -1.2956 -0.2098 -1.3436
C 1.3101 0.4786 2.6943
C 2.7508 -1.4518 0.0244
H 2.0759 1.2024 2.2813
H 3.8079 1.5947 -3.3166
H 1.6245 -1.7237 0.0156
H 0.2591 -1.3441 2.1138
H 3.3209 -2.9611 -1.6433
H 2.9679 -5.3379 -1.3452
H -5.0766 -0.4169 -2.0134
H 1.1918 0.9154 -0.8360
H -2.4225 -0.1104 -1.2134
H -0.3197 5.3584 4.1440
H -0.5229 3.6948 0.6979
H 0.0639 3.1210 -1.3723
H 4.3599 -3.2019 2.4596
H 0.4314 0.9408 3.2704
H 2.7473 -0.3196 0.2128
H 4.5500 0.5671 -0.4512
H -4.1058 -4.5661 -2.5049
H -3.5901 -2.1737 -2.7550
H 5.1409 -1.5425 -2.4332
H -5.1941 -2.5168 -3.3688
H 0.5703 -4.8570 3.0667
H 3.9204 -6.8806 -0.7357
H -8.0192 0.3860 -2.4059
H 0.9069 3.2687 -3.0033
H 1.9007 0.7552 -2.5900
H -6.8074 -0.2480 -3.5348
H 3.0153 -1.4492 3.6035
H 2.0490 -2.9016 3.4343
H -7.4006 -2.5900 -2.8092
H 3.8330 -0.6333 -3.3073
H 2.2928 -5.5083 2.9731
H 1.8160 4.2989 1.1203
H -1.0849 6.8245 4.7197
H -2.3938 4.9018 1.6448
H 0.9567 -6.3052 1.8956
H 2.1931 -1.6686 -2.1197
H -8.6065 -1.9392 -1.7189
H 4.9307 2.5924 -2.1524
H -0.2453 3.8789 2.4162
H 2.7086 3.4310 -1.5414
H 4.7910 -5.2887 -1.3154
H 1.3371 5.7843 1.9423
H -3.9054 -3.8249 -0.9115
H -1.5209 5.9486 0.5498
H -2.2079 7.1710 2.5486
H -1.0707 -1.3329 -1.4510
H 6.4385 -1.9090 0.5360
H -0.4655 7.1522 2.4055
H -4.5105 -1.3235 -0.6293
H -6.6451 -2.5094 -0.4252
H -6.8782 -0.7771 -0.3934
H -0.7654 0.1671 -0.3957
H 5.8260 0.5191 -1.7445
H 4.1155 0.5296 1.7296
H -2.3166 4.8504 5.5166
H -8.5159 -0.6057 -3.7838
H 1.0207 5.5904 0.2081
H -2.5899 4.2946 3.8659
H -3.3406 5.7991 4.4302
H -5.5250 -4.2058 -1.5227
H 3.0750 2.1617 -0.1988
*
```

Below is a 24-piece molecular cluster, C29H62Cl46OP overall, with properties calculated with ωB97M-V with the def2-TZVPD basis set.

For the total energy, the calculation gives -618443.8328 eV. For the maximum force, the calculation gives 0.78 eV Å⁻¹. The HOMO energy comes out at -3.62 eV. The LUMO energy comes out at 1.063 eV.

The geometry in ORCA input format:
```
! wB97M-V def2-TZVPD RIJCOSX def2/J DEFGRID3
* xyz -1 1
Cl 5.2330 5.3341 -1.2789
Cl 0.7788 -0.6234 -5.8290
Cl 4.4696 -2.1928 5.8494
Cl -9.8785 10.5757 -4.1819
Cl -5.7040 4.7947 -0.3388
Cl 5.1830 -5.6589 -1.1730
Cl 2.7415 -3.2521 -2.8561
Cl -0.5274 -3.5178 -3.5653
Cl -1.6497 3.2587 2.7460
Cl -8.4127 6.9498 -3.0177
Cl -5.3978 12.9604 4.3414
Cl -3.0129 11.2579 4.1662
Cl 10.3089 -5.3416 3.7794
Cl 3.6703 2.9229 -1.8941
Cl 9.7708 -2.9267 -1.3550
Cl 0.0180 -8.8392 0.7413
Cl -11.1355 12.2255 -6.2470
Cl 8.3413 -5.4588 -1.6852
Cl 3.3664 -3.2405 8.3732
Cl -13.7425 15.6700 -8.1022
Cl -7.5876 9.0558 -7.3469
Cl 3.0637 -7.4262 9.4141
Cl 5.8619 -5.8006 4.2676
Cl -6.6026 9.1775 -2.4312
Cl -4.9615 -1.4763 -1.4483
Cl 2.5736 -12.4275 -1.2112
Cl -7.5439 2.9489 -1.6599
Cl 4.9819 -7.1898 1.3319
Cl -0.5307 -10.8923 -1.2788
Cl -8.3160 6.8806 1.6349
Cl 4.7303 -10.4836 -0.7255
Cl -4.1609 -1.9089 -4.6570
Cl -3.9698 5.0419 2.8747
Cl 3.8176 -0.9244 -1.4871
Cl 4.7750 -6.8882 6.7871
Cl 3.5756 0.9976 3.0598
Cl 1.8310 2.1236 1.0064
Cl -4.3268 -0.5174 -7.2368
Cl -4.8112 1.0337 0.0293
Cl 0.2334 -7.0900 10.1222
Cl -5.8366 11.3589 -6.8514
Cl -0.3377 -3.1721 -6.7889
Cl -6.9292 8.6602 3.5046
Cl -0.7076 -1.2822 -1.7053
Cl -14.9911 13.0138 -8.1056
Cl 12.5191 -6.1159 2.0044
P 5.2791 -1.9088 1.7491
O -0.5706 -2.7500 1.2947
C 3.5091 1.9214 1.5720
C 4.2833 -3.6005 6.8842
C -3.2663 3.5857 2.1332
C -7.8853 8.1310 -1.8096
C -0.7412 -10.3990 0.4059
C 0.6478 -3.4577 1.6013
C -4.6637 11.5298 3.6011
C 3.0361 -10.9005 -0.4495
C -4.0783 -0.5610 -0.2188
C 3.8783 -3.1990 1.5376
C -10.5270 12.1686 -4.5869
C -0.9739 -3.0243 -1.9308
C -7.0634 10.2733 -6.1787
C 2.9133 -3.3662 2.7292
C 3.6521 4.5391 -1.1934
C -13.5133 13.9403 -8.3907
C 7.4145 -3.8484 2.1567
C 1.5884 -2.6278 2.4652
C 5.6862 -7.2233 5.2967
C 5.5585 -7.1720 -0.3476
C 1.8331 -6.3324 10.0545
C 6.4561 -3.0868 2.6938
C 9.9004 -4.6350 -1.7845
C 3.2302 -1.5562 -3.0252
C -6.3101 4.1870 -1.8904
C 0.0645 -1.4914 -7.1847
C -7.1140 6.9978 2.9240
C -3.7087 -1.9312 -6.3631
C 11.7240 -4.7970 2.8869
H 1.0588 -2.3879 3.3953
H 6.6339 -7.3120 -0.3355
H -7.9240 10.8616 -5.8909
H -6.6439 9.7672 -5.3174
H 4.7291 -1.4183 3.0148
H 5.2646 -3.9562 7.1714
H -3.2190 3.7394 1.0619
H -5.4835 3.7544 -2.4421
H 5.8253 -2.3609 0.4494
H 5.1495 -7.9876 4.7455
H 3.2891 -2.8543 0.6767
H -9.7337 12.9003 -4.4873
H 4.0147 -1.4973 -3.7713
H -2.6299 -1.9341 -6.4411
H -4.1110 -1.1108 0.7141
H 4.4655 -0.8827 1.0034
H -13.2141 13.8013 -9.4227
H 10.2657 -4.7097 -2.8021
H -11.3429 12.3927 -3.9105
H -6.1620 6.6589 2.5344
H -0.3610 -3.5567 -1.2128
H -6.7431 5.0225 -2.4267
H -7.4354 6.3777 3.7519
H -5.2623 10.6654 3.8607
H 3.3646 4.4547 -0.1515
H -7.5069 7.5995 -0.9449
H 11.4049 -4.0485 2.1704
H 2.1171 -6.0461 11.0599
H 2.3600 -0.9844 -3.3301
H 12.4387 -4.3805 3.5864
H -1.8016 -10.3220 0.6138
H 4.0597 1.3734 0.8133
H 6.3611 -0.8951 1.8387
H 0.3385 -4.3535 2.1447
H 2.9369 5.1441 -1.7376
H 5.0598 -7.9828 -0.8656
H 7.4258 -4.1292 1.1029
H -8.7346 8.7497 -1.5437
H -2.0247 -3.2373 -1.7724
H -0.2784 -11.1480 1.0387
H 1.1551 -3.7259 0.6651
H 10.5866 -5.1130 -1.0949
H -4.1215 -2.8236 -6.8184
H 6.6720 -7.5756 5.5775
H 0.7710 -1.4991 -8.0060
H 2.4171 -10.1121 -0.8626
H 3.3384 -3.0369 3.6825
H 3.9357 2.9054 1.7384
H -0.3044 -1.9308 0.8584
H -4.6408 11.6742 2.5275
H 8.2244 -4.2254 2.7808
H -12.7513 13.5810 -7.7094
H 2.8793 -10.9874 0.6193
H -0.8479 -0.9799 -7.4733
H -3.0566 -0.4265 -0.5534
H 1.7973 -1.6920 1.9287
H 1.7802 -5.4657 9.4061
H 3.7477 -4.3625 6.3340
H -3.9060 2.7445 2.3705
H 2.6721 -4.4388 2.8134
H 6.3563 -3.1177 3.7851
H 4.3340 -4.1597 1.2807
*
```

Below is a 6-piece molecular cluster, C29H63FNO6 overall, with properties calculated with ωB97M-V with the def2-TZVPD basis set.

For the total energy, the calculation gives -47578.6696 eV. For the maximum force, the calculation gives 1.84 eV Å⁻¹. The HOMO energy comes out at -11.23 eV. The LUMO energy comes out at -3.846 eV.

The geometry in ORCA input format:
```
! wB97M-V def2-TZVPD RIJCOSX def2/J DEFGRID3
* xyz 1 1
F 4.1444 0.5779 -3.1222
O 2.5100 -1.5301 3.8923
O -6.1040 4.1253 0.1862
O -1.6100 -3.7207 -4.2155
O 0.5675 -0.3521 -1.6926
O -3.6971 -1.1540 0.4765
O 7.0905 1.7477 3.1822
N 3.0016 1.6492 0.5734
C -2.3381 -2.7322 -4.9246
C 2.4102 -1.8392 -2.3620
C -4.9168 0.7733 1.4034
C -7.3437 4.5627 -0.3464
C 2.0387 -3.9455 3.9529
C -7.3430 4.7080 -1.8584
C 2.0820 -1.2412 5.2169
C -0.3074 -0.1818 -0.5865
C -5.6881 -2.3507 -0.3333
C -1.8428 -5.0667 -4.5977
C 3.7851 0.8952 -1.8973
C 3.1886 -1.3413 6.2515
C 3.4503 -0.0685 -0.9484
C -1.4896 -5.3619 -6.0451
C 3.7153 2.2537 -1.5775
C -5.1352 6.3562 0.5479
C 7.5991 4.0137 2.3647
C -4.6778 -2.1324 0.7796
C 8.1167 2.6601 2.8194
C 3.0599 0.3338 0.3009
C -4.1782 0.1580 0.2286
C 6.8079 0.7305 0.9667
C 0.9691 -1.7058 -1.8659
C 3.3077 2.5881 -0.3209
C 6.1723 1.4075 2.1712
C 3.4630 -1.5656 -1.2476
C -3.8446 -2.8628 -4.7834
C -4.9895 4.9661 -0.0474
C 3.0324 -2.8324 3.6726
H -6.3580 -3.1732 -0.0808
H 7.3850 -0.1409 1.2776
H -5.1814 1.8095 1.1844
H -1.3160 -0.4901 -0.9122
H -2.0260 -1.7722 -4.5083
H 3.2110 3.6347 -0.0405
H -8.0760 3.8058 -0.0634
H -1.2139 -5.6769 -3.9478
H 3.9529 -2.9752 4.2473
H -4.1326 -3.0620 0.9495
H 8.7703 2.2167 2.0606
H 2.5926 -1.1573 -3.2020
H 8.4299 4.6970 2.1890
H -4.1313 -2.8794 -3.7304
H 1.2329 -1.8760 5.4891
H -4.2982 0.7478 2.3028
H -8.3430 4.9561 -2.2152
H 0.8419 -2.3111 -0.9515
H 2.5569 -2.8713 -2.7092
H 7.0296 3.9379 1.4352
H 2.7788 -0.3728 1.0816
H -2.8788 -5.3502 -4.3829
H 8.7270 2.7948 3.7120
H 1.7677 -3.9869 5.0086
H -6.6671 5.4991 -2.1882
H 3.5553 -2.3639 6.3532
H -4.3451 -2.0266 -5.2728
H -5.1800 -1.8897 1.7218
H 5.5965 2.2932 1.8662
H -0.0298 -0.7845 0.2963
H 0.3183 -2.1345 -2.6511
H -4.2136 6.9245 0.4146
H 7.4873 1.4016 0.4389
H 2.8234 -1.0215 7.2275
H -4.7707 5.0210 -1.1198
H -0.3533 0.8649 -0.2520
H -5.9421 6.9160 0.0725
H 3.2259 -2.1539 -0.3488
H -0.4603 -5.0676 -6.2570
H 3.9763 3.0009 -2.3244
H 2.6862 1.9019 1.5049
H 3.3168 -2.8698 2.6179
H 5.4595 0.7153 2.6284
H -5.1813 -2.5828 -1.2717
H 1.1194 -3.7931 3.3847
H 1.7079 -0.2165 5.1959
H -3.2980 0.7652 0.0066
H -4.1356 4.4696 0.4185
H 4.4685 -1.8876 -1.5573
H -4.2143 -3.7833 -5.2379
H -6.3005 -1.4633 -0.5025
H 4.0370 -0.7154 5.9693
H -5.3623 6.2957 1.6133
H -1.6022 -6.4265 -6.2527
H 6.9400 4.4459 3.1195
H -7.6581 5.4947 0.1354
H -2.1350 -4.8188 -6.7373
H -7.0185 3.7803 -2.3329
H 6.0395 0.4113 0.2584
H -5.8396 0.2352 1.6256
H -2.0432 -2.7244 -5.9794
H 2.4656 -4.9114 3.6816
H -4.8002 0.1714 -0.6731
*
```

Below is a 4-piece molecular cluster, C29H63N3O5 overall, with properties calculated with ωB97M-V with the def2-TZVPD basis set.

For the total energy, the calculation gives -45796.9329 eV. For the maximum force, the calculation gives 3.44 eV Å⁻¹. The SMILES is CC1(C)CCCC(C)(C)N1O.CC1(C)CCCC(C)(C)N1O.CC1(C)CCCC(C)(C)N1O.OCCO. The HOMO energy comes out at -7.79 eV. The LUMO energy comes out at 0.572 eV.

The geometry in ORCA input format:
```
! wB97M-V def2-TZVPD RIJCOSX def2/J DEFGRID3
* xyz 0 1
O -0.6755 1.7429 1.3523
O 2.5435 -4.3544 -3.9988
O -0.6898 -0.1460 -0.8178
O -3.3780 -0.4072 0.0960
O 0.9975 0.8318 3.5476
N -3.5552 0.8636 0.7405
N 2.3479 1.3023 3.6921
N 1.4191 -3.9019 -4.7349
C 1.4325 3.6093 4.2435
C 0.5795 -2.8951 -4.0027
C -4.6820 3.1423 2.0550
C -0.7467 -2.7480 -4.6665
C 0.2025 -3.6150 -6.8177
C 0.3200 1.6744 0.3085
C 0.2579 -3.4255 -2.5550
C -4.2045 3.1741 0.5656
C 5.0399 2.1739 4.1648
C -2.7912 -0.1652 2.8828
C -5.6149 1.5357 -0.6445
C 2.5007 -2.6921 -6.7259
C 1.2915 -1.5879 -3.8280
C 0.5393 0.3208 -0.3210
C -3.8855 0.6895 2.2114
C 1.6281 -3.8092 -6.2142
C 3.4418 0.3427 3.4454
C 3.1870 -0.5432 2.1817
C 2.3273 -5.1652 -6.6283
C -0.7683 -2.5701 -6.2033
C -5.3223 0.1450 2.3352
C 3.7569 -0.5892 4.5656
C 4.7902 1.0950 3.1327
C 3.8687 3.2215 4.2248
C -4.1840 1.8898 -0.1718
C 2.5454 2.5479 4.5553
C -3.8425 2.1029 2.8447
C 2.5620 2.3161 6.0914
C -3.2849 2.1310 -1.3103
H 1.3369 0.3469 -1.0634
H 0.0532 2.4939 -0.3587
H 1.8531 -5.9607 -6.0535
H 4.6039 1.5861 2.1776
H -0.2294 -2.6855 -1.9200
H -1.3747 -3.6156 -4.4638
H -4.8354 3.9610 0.1520
H -4.5522 4.1495 2.4509
H 5.7077 0.5072 3.1629
H 0.7985 -0.8273 -3.2226
H 1.4748 3.8829 3.1892
H 0.2255 -3.3940 -7.8848
H -3.7076 2.9704 -1.8624
H -1.7981 -2.6026 -6.5592
H 5.2379 1.7455 5.1474
H 2.8962 -2.9411 -7.7106
H 2.9757 0.0229 1.2745
H -1.8202 0.3145 3.0062
H 0.8913 -0.4375 0.3784
H 2.1170 -5.3995 -7.6719
H 1.2896 1.9836 0.6990
H -4.2456 -0.5468 -0.2904
H 2.4682 3.2839 6.5841
H 0.4353 3.2810 4.5366
H -4.2434 1.9608 3.8483
H 5.9960 2.6341 3.9154
H -3.1863 -0.4283 3.8640
H -0.3222 -1.5973 -6.4097
H -1.2187 -1.8582 -4.2499
H 1.9910 -1.7312 -6.7956
H 4.2065 -0.1333 5.4478
H 4.1671 3.8751 5.0444
H 2.3469 -5.2681 -3.7794
H -2.2252 2.2338 -1.0764
H 3.3882 -5.1582 -6.3783
H 1.5390 4.5401 4.8006
H 1.6541 1.8516 6.4761
H -3.2266 1.3079 -2.0225
H 1.2291 -3.6497 -2.1139
H -6.2876 1.3601 0.1950
H -5.7392 2.8918 2.1423
H -3.2049 3.6071 0.6022
H -0.3523 -4.3278 -2.5143
H -2.8553 2.5413 2.9911
H 1.4381 -1.1488 -4.8148
H 4.4965 -1.3221 4.2431
H 2.8426 -1.0911 4.8821
H 3.8335 3.8683 3.3481
H 3.5296 1.8813 6.3423
H 4.0119 -1.2539 2.1319
H -1.5026 1.3448 1.0712
H -5.5545 0.6012 -1.2023
H -6.0088 2.3353 -1.2718
H -1.3678 -0.0491 -0.1451
H -5.4204 -0.4280 3.2572
H 0.6702 1.2059 2.7263
H 2.2565 -1.0982 2.3014
H -6.0944 0.8942 2.1602
H 2.3390 -1.6972 -3.5472
H 3.3582 -2.6911 -6.0530
H -5.4877 -0.6521 1.6103
H -2.4723 -1.1156 2.4549
H -0.2798 -4.5916 -6.7750
*
```

Q: Among the records above, which one has the lowest maximum force?
A: C29H62Cl46OP